[1]
C28H49F4N4O8P2Si2TeTi as an isolated structure in a non-equilibrium geometry. Source: the Open Molecules 2025 dataset; level of theory: ωB97M-V/def2-TZVPD.

DFT total energy ... -4696.3814 Ha
Frontier orbital gap (alpha / beta) ... 5.0 / 4.9 eV
Charge ... -1

Last column: Mulliken charge in e.
Positions of all 99 atoms, in Å:
Ti -0.327 0.491 1.438  -1.69
C -3.961 -1.780 1.439  -1.27
C -2.581 -2.380 1.644  -0.68
N -1.520 -1.869 0.761  1.58
C -1.849 -2.074 -0.661  -1.00
C -2.362 -0.828 -1.365  -0.65
C -0.280 -2.573 1.106  0.40
C 0.205 -2.256 2.533  -1.94
N -0.271 -0.947 2.990  1.14
C -0.245 -0.720 4.327  0.02
C -1.072 0.276 4.889  -0.21
F -1.938 0.935 4.085  -0.03
C -1.108 0.587 6.225  0.09
F -1.958 1.555 6.630  -0.34
C -0.339 -0.088 7.154  -0.82
C 0.465 -1.086 6.645  0.17
F 1.254 -1.786 7.486  -0.35
C 0.523 -1.397 5.299  0.58
F 1.418 -2.347 4.945  -0.33
H -4.637 -2.192 2.192  0.48
H -4.375 -2.024 0.458  0.33
H -3.944 -0.702 1.560  0.05
H -2.641 -3.474 1.503  0.43
H -2.266 -2.195 2.669  0.19
H -2.587 -2.884 -0.754  0.42
H -0.945 -2.410 -1.173  0.23
H -3.305 -0.480 -0.944  0.24
H -2.507 -1.039 -2.429  0.56
H -1.641 -0.013 -1.270  -0.41
H 0.473 -2.273 0.386  -0.93
H -0.413 -3.665 1.016  0.65
H 1.297 -2.312 2.514  0.45
H -0.153 -3.033 3.217  0.57
H -0.356 0.156 8.204  0.49
N -2.742 3.762 3.733  0.10
C -2.019 3.475 2.421  0.14
C -2.057 4.743 1.570  -1.68
P -3.068 2.090 1.704  0.77
O -3.657 2.804 0.375  -0.60
O -4.179 1.866 2.670  -0.93
O -2.275 0.886 1.243  -0.18
P -0.217 3.194 3.042  1.13
O 0.633 4.240 2.204  -0.77
O -0.345 3.659 4.454  -0.98
O 0.359 1.813 2.794  -0.52
H -3.213 4.661 3.692  0.34
H -1.966 3.767 4.452  0.44
H -3.442 3.008 3.874  0.41
H -3.090 5.028 1.363  0.57
H -1.551 4.582 0.621  0.07
H -1.540 5.553 2.088  0.53
H -4.436 2.317 0.076  0.33
H 1.138 3.815 1.485  0.51
O 3.210 0.791 1.106  -0.86
C 2.054 0.826 0.703  -0.97
O 1.239 -0.281 0.703  0.74
C 1.389 1.963 0.104  0.63
C 2.107 3.035 -0.466  -0.99
C 1.469 3.933 -1.270  -0.95
C 0.070 3.740 -1.508  -0.89
C -0.602 2.744 -0.881  -0.78
N -0.007 1.872 0.004  3.11
H 3.176 3.063 -0.294  0.54
H 2.009 4.735 -1.757  0.47
H -0.471 4.388 -2.187  0.47
H -1.662 2.593 -1.043  0.37
C 0.859 0.490 -7.124  -1.08
Si 0.403 -0.160 -5.425  0.23
C -0.901 0.966 -4.689  -0.45
C -0.273 -1.894 -5.604  -0.94
C 1.930 -0.229 -4.355  -0.71
Te 1.427 -0.444 -2.282  0.07
C 3.391 -1.071 -1.731  -0.60
Si 3.701 -2.895 -1.910  0.18
C 5.478 -3.241 -1.421  -1.15
C 3.459 -3.501 -3.668  -0.93
C 2.572 -3.880 -0.800  -0.69
H 0.010 0.450 -7.810  0.29
H 1.673 -0.092 -7.562  0.28
H 1.190 1.530 -7.061  0.30
H -0.721 2.005 -4.971  0.30
H -0.906 0.933 -3.597  -0.19
H -1.900 0.687 -5.034  0.34
H -1.208 -1.913 -6.168  0.35
H -0.459 -2.331 -4.619  0.23
H 0.447 -2.536 -6.119  0.32
H 2.520 0.686 -4.446  0.53
H 2.558 -1.066 -4.663  0.14
H 3.511 -0.786 -0.680  -0.03
H 4.082 -0.454 -2.309  0.75
H 6.175 -2.685 -2.053  0.32
H 5.718 -4.304 -1.507  0.30
H 5.657 -2.937 -0.387  0.30
H 4.199 -3.074 -4.350  0.29
H 2.465 -3.237 -4.038  0.10
H 3.553 -4.589 -3.707  0.38
H 2.571 -3.485 0.219  0.06
H 2.902 -4.921 -0.760  0.48
H 1.543 -3.860 -1.164  0.21

Atoms 1-2, force components in eV/Å:
-0.40 -0.58 -0.04
-0.03 -0.04 -0.03

[2]
One molecule with the formula C3H6BClO2 in a non-equilibrium geometry. Source: the Open Molecules 2025 dataset; level of theory: ωB97M-V/def2-TZVPD.

DFT total energy ... -753.4957 Ha
Frontier orbital gap ... 10.2 eV
Energy relative to the best compared isomer or geometry (same formula, charge and spin) ... 15.5 kcal per mole
SMILES ... C=C(CCl)B(O)O

Last column: natural (NBO) charge in e.
Positions of all 13 atoms, in Å:
C -0.822 1.121 -0.710  -0.33
C 0.052 0.128 -0.226  -0.35
C 1.347 0.764 0.283  -0.35
Cl 2.704 -0.354 -0.166  -0.11
B -0.444 -1.420 -0.154  1.08
O -1.775 -1.612 -0.120  -0.89
O 0.406 -2.450 -0.104  -0.90
H -0.492 2.140 -0.448  0.19
H -1.634 0.752 -1.203  0.21
H 1.610 1.660 -0.143  0.21
H 1.373 1.034 1.329  0.22
H -2.129 -2.558 -0.292  0.51
H 1.329 -2.338 -0.383  0.52

Atoms 1-2, force components in eV/Å:
4.83 -2.25 2.86
-2.07 3.10 -0.75

[3]
A 2-piece molecular cluster, C5H13NS overall in a non-equilibrium geometry. Source: the Open Molecules 2025 dataset; level of theory: ωB97M-V/def2-TZVPD.

DFT total energy ... -651.1569 Ha
Frontier orbital gap ... 7.8 eV
Energy relative to the best compared isomer or geometry (same formula, charge and spin) ... 54.6 kcal per mole
SMILES ... C=NC.CCCS

Last column: natural (NBO) charge in e.
Positions of all 20 atoms, in Å:
C -1.919 -0.964 -1.247  0.01
N -2.007 -0.436 -0.079  -0.42
C -2.047 -1.471 1.007  -0.44
H -2.405 -1.912 -1.452  0.15
H -1.269 -0.489 -2.032  0.19
H -2.215 -0.994 1.966  0.22
H -1.083 -2.005 0.986  0.21
H -2.812 -2.219 0.733  0.19
C 1.954 -0.338 0.173  -0.61
C 1.685 0.925 -0.623  -0.40
C 1.100 2.074 0.207  -0.53
S -0.567 1.909 0.870  -0.20
H 2.780 -0.148 0.887  0.21
H 2.184 -1.174 -0.481  0.20
H 1.084 -0.627 0.750  0.20
H 2.573 1.185 -1.188  0.21
H 0.956 0.712 -1.416  0.18
H 1.192 3.040 -0.329  0.21
H 1.781 2.317 1.030  0.20
H -0.965 0.614 0.237  0.22

Atoms 1-2, force components in eV/Å:
0.29 1.25 0.51
1.63 -2.41 -1.02

[4]
C41H43BBiF4N3O6S5Si as an isolated structure in a non-equilibrium geometry. Source: the Open Molecules 2025 dataset; level of theory: ωB97M-V/def2-TZVPD.

DFT total energy ... -5123.6537 Ha
Frontier orbital gap ... 6.7 eV
Charge ... -2

Last column: Mulliken charge in e.
Positions of all 105 atoms, in Å:
Bi -0.910 -1.441 1.007  1.72
C 4.182 -2.914 -3.732  -1.07
O 3.037 -2.585 -2.926  -0.36
C 3.316 -1.950 -1.733  0.08
C 4.482 -1.212 -1.428  -1.08
C 4.600 -0.736 -0.155  -0.39
C 3.619 -0.926 0.821  0.30
C 3.943 -0.561 2.204  0.41
C 4.685 0.775 2.475  -1.53
O 3.583 -1.224 3.212  -0.62
C 2.419 -1.502 0.473  -0.71
O 1.395 -1.720 1.290  -0.70
C 2.313 -2.056 -0.811  1.90
H 3.801 -3.786 -4.315  0.31
H 4.993 -3.192 -3.065  0.45
H 4.573 -2.143 -4.379  0.28
H 5.307 -1.030 -2.112  0.52
H 5.522 -0.238 0.097  0.37
H 4.509 1.513 1.698  0.37
H 5.776 0.737 2.404  0.40
H 4.493 1.225 3.492  0.30
H 1.467 -2.829 -0.983  0.16
O -3.378 0.054 7.465  -0.66
C -3.042 -0.250 6.339  0.66
S -4.015 -0.253 4.930  -0.14
C -2.743 -0.615 3.707  0.17
C -1.504 -0.843 4.246  -0.41
S 0.018 -1.113 3.384  -0.56
S -1.364 -0.858 5.985  -0.15
S -3.163 -0.247 2.037  -0.58
C -2.984 3.189 4.046  -0.68
C -1.572 3.613 4.104  0.65
O -1.265 4.769 3.982  -0.67
N -0.699 2.571 4.134  0.44
C 0.723 2.747 4.037  -1.69
C 1.170 3.044 2.653  0.50
C 1.420 4.294 2.216  -0.42
C 1.865 4.542 0.886  -0.87
C 1.867 3.415 0.044  -0.67
C 1.405 2.145 0.618  0.77
N 1.045 1.986 1.868  0.84
H -3.358 2.880 5.002  0.34
H -3.008 2.349 3.341  -0.07
H -3.604 3.953 3.577  0.29
H -1.029 1.639 3.996  -0.01
H 1.215 1.804 4.394  0.29
H 1.005 3.600 4.652  0.48
H 1.342 5.127 2.863  0.43
H 2.105 5.535 0.670  0.53
H 2.130 3.390 -1.047  0.32
H 1.456 1.254 -0.153  -0.91
F -2.262 -5.767 -0.733  -0.40
B -3.175 -4.678 -0.385  0.03
F -3.974 -4.259 -1.455  -0.33
F -2.283 -3.630 0.004  0.54
F -3.978 -4.985 0.679  -0.36
C 0.680 0.859 -3.058  -1.62
C -0.795 0.604 -3.236  2.62
C -0.967 -0.961 -3.457  -1.55
C -1.272 1.340 -4.412  -1.93
Si -1.670 1.064 -1.584  -2.90
O -1.098 0.232 -0.310  1.55
C -3.439 0.567 -2.011  0.77
C -4.328 1.454 -2.655  -0.44
C -5.632 1.044 -2.934  -0.64
C -6.054 -0.251 -2.847  -0.43
C -5.186 -1.159 -2.275  -0.76
C -3.905 -0.737 -1.908  -0.15
C -1.553 2.870 -1.206  1.15
C -1.151 3.740 -2.194  0.04
C -0.871 5.066 -1.927  -0.65
C -0.915 5.562 -0.613  -1.29
C -1.201 4.618 0.407  0.03
C -1.538 3.315 0.166  -0.50
H 1.334 0.514 -3.867  0.52
H 1.254 0.492 -2.255  0.07
H 1.037 1.916 -3.031  0.18
H -0.383 -1.365 -4.318  0.47
H -2.006 -1.291 -3.507  0.38
H -0.651 -1.469 -2.500  0.10
H -1.222 0.803 -5.396  0.39
H -0.871 2.365 -4.588  0.44
H -2.369 1.525 -4.340  0.38
H -3.998 2.435 -2.762  0.41
H -6.315 1.820 -3.411  0.23
H -7.057 -0.552 -3.261  0.27
H -5.372 -2.219 -2.190  0.54
H -3.322 -1.582 -1.427  0.16
H -1.078 3.474 -3.252  -0.04
H -0.579 5.747 -2.750  0.32
H -0.589 6.544 -0.369  0.49
H -1.150 4.957 1.419  0.57
H -1.798 2.662 1.026  0.19
S 5.245 -6.789 -0.263  -0.44
C 3.633 -6.212 -0.050  -0.13
N 3.311 -5.173 0.754  0.08
C 2.112 -4.631 0.998  -0.99
C 1.046 -5.200 0.336  -0.63
C 1.324 -6.238 -0.597  -0.13
C 2.557 -6.788 -0.777  -0.74
H 4.064 -4.680 1.202  0.29
H 2.011 -3.802 1.672  1.13
H 0.023 -4.821 0.490  0.41
H 0.495 -6.688 -1.120  0.50
H 2.737 -7.588 -1.434  0.51

Atoms 1-2, force components in eV/Å:
-0.64 0.11 -0.03
-0.99 -1.31 0.49

[5]
One molecule with the formula C2H6O6P2 in a non-equilibrium geometry. Source: the Open Molecules 2025 dataset; level of theory: ωB97M-V/def2-TZVPD.

DFT total energy ... -1214.0101 Ha
Frontier orbital gap ... 12.0 eV

Last column: natural (NBO) charge in e.
Positions of all 16 atoms, in Å:
C -1.894 0.134 0.094  -0.61
C -1.377 -0.299 -1.251  -0.81
O 0.592 1.246 -0.090  -1.02
O 0.785 1.150 -2.633  -1.01
O 1.821 -0.794 2.742  -0.40
O 0.916 -0.411 1.688  -0.55
O 3.063 0.359 0.670  -1.04
O 1.349 -0.763 -0.932  -1.01
P 1.684 0.107 0.388  2.48
P 0.267 0.432 -1.459  2.26
H -1.602 -0.535 0.884  0.24
H -1.744 1.128 0.172  0.22
H -3.013 -0.222 0.036  0.22
H -2.052 0.015 -2.103  0.27
H -1.222 -1.472 -1.209  0.28
H 2.428 -0.076 3.004  0.48

Atoms 1-2, force components in eV/Å:
-4.03 -4.49 -0.99
0.67 -2.02 -1.17

[6]
A 2-piece molecular cluster, C4H10N2O overall in a non-equilibrium geometry. Source: the Open Molecules 2025 dataset; level of theory: ωB97M-V/def2-TZVPD.

DFT total energy ... -342.9204 Ha
Frontier orbital gap (alpha / beta) ... 7.1 / 7.1 eV
Energy relative to the best compared isomer or geometry (same formula, charge and spin) ... 176.4 kcal per mole

Last column: natural (NBO) charge in e.
Positions of all 17 atoms, in Å:
C -0.326 0.138 -0.190  0.17
C -0.528 -0.801 1.061  -0.20
C 0.350 1.477 -0.078  -0.65
C -0.348 -0.540 -1.534  -0.63
N 1.480 -1.123 0.810  -0.92
N -1.694 0.129 0.513  0.09
O -2.118 1.121 1.123  -0.40
H 1.890 -1.096 -0.123  0.33
H 1.926 -0.353 1.312  0.33
H -0.770 -1.825 0.812  0.24
H -0.305 -0.484 2.074  0.26
H -0.248 2.212 -0.621  0.24
H -0.941 -1.452 -1.514  0.23
H 1.359 1.436 -0.485  0.22
H 0.401 1.814 0.956  0.23
H -0.791 0.141 -2.263  0.23
H 0.663 -0.794 -1.853  0.22

Atoms 1-2, force components in eV/Å:
-2.12 0.99 0.47
2.49 -1.18 -0.48